# 1
C12H16N2 | ωB97M-V with the def2-TZVPD basis set

Geometry (Å):
C (2.0486, 3.0211, 0.5434)
C (1.1552, 1.7963, 0.3710)
C (0.1292, 1.7337, -0.6759)
C (-1.2344, 2.2429, -0.6413)
N (-1.7232, 2.1057, -1.9819)
C (-0.5638, 2.0106, -2.8335)
N (0.4956, 1.7498, -2.0092)
H (2.3798, 3.5604, -0.3339)
H (2.8484, 2.7160, 1.1900)
H (1.4577, 3.8772, 1.0685)
H (1.8420, 0.9554, 0.2345)
H (0.6734, 1.6522, 1.3520)
H (-1.9937, 2.3584, 0.1765)
H (-2.6742, 2.3656, -2.2438)
H (-0.6133, 1.9074, -3.9385)
C (-1.9170, -1.6849, -0.7296)
C (-0.8085, -2.0992, 0.1700)
C (0.5293, -1.6781, -0.0150)
C (1.6299, -2.1337, 0.7785)
C (1.2806, -2.8755, 1.9241)
C (-0.0899, -3.1776, 2.1905)
C (-1.1132, -2.8215, 1.3473)
H (-1.7655, -0.6867, -1.2104)
H (-2.9614, -1.8173, -0.4052)
H (-1.9054, -2.4639, -1.5306)
H (0.7139, -0.9847, -0.7716)
H (2.6496, -1.8343, 0.6411)
H (2.0361, -3.1213, 2.6295)
H (-0.3592, -3.6905, 3.0630)
H (-2.1463, -2.9834, 1.6405)

E_HOMO	-8.5020	eV
multiplicity	1
Kohn-Sham gap	9.326	eV
energy above the lowest of the compared OMol25 structures with the same formula, charge and spin	179.5	kJ/mol
SMILES string	CCc1c[nH]cn1.Cc1ccccc1

# 2
C21H24N3O4PRuS4 | ωB97M-V with the def2-TZVPD basis set

Geometry (Å):
Ru (-0.5785, -0.5624, 0.2726)
S (2.0211, -0.4942, 0.7573)
S (2.2791, 0.5028, 2.4474)
S (0.6504, 0.2415, 3.7126)
S (-0.6784, -0.9799, 2.9075)
O (-0.5749, -3.5985, -2.4308)
C (-0.2029, -2.4401, -2.2267)
O (0.5558, -2.0336, -1.2883)
C (-0.7378, -1.3313, -3.1489)
P (-0.6819, 0.2652, -2.2546)
C (0.8675, 1.0398, -2.8433)
C (2.0635, 0.3288, -2.7846)
C (3.2619, 0.9336, -3.1384)
C (3.2866, 2.2586, -3.5469)
C (2.1002, 2.9805, -3.5965)
C (0.9023, 2.3778, -3.2449)
C (-1.9669, 1.2579, -3.1015)
C (-2.9747, 1.8332, -2.3325)
C (-3.9940, 2.5538, -2.9458)
C (-4.0035, 2.7141, -4.3213)
C (-2.9968, 2.1456, -5.0961)
C (-1.9872, 1.4194, -4.4884)
H (-1.7746, -1.5477, -3.4134)
H (-0.1599, -1.3272, -4.0771)
H (2.0558, -0.6955, -2.4340)
H (4.1813, 0.3644, -3.0799)
H (4.2244, 2.7290, -3.8159)
H (2.1067, 4.0187, -3.9066)
H (-0.0120, 2.9572, -3.2779)
H (-2.9741, 1.6773, -1.2580)
H (-4.7869, 2.9703, -2.3377)
H (-4.7972, 3.2750, -4.8000)
H (-3.0084, 2.2663, -6.1725)
H (-1.2000, 0.9754, -5.0872)
N (-1.6912, -2.7210, 0.3245)
C (-3.0761, -2.7141, 0.8089)
C (-3.9817, -1.8994, -0.1106)
C (-3.9030, -0.3909, 0.1268)
O (-4.9335, 0.2864, 0.1092)
O (-2.7341, 0.0877, 0.3213)
H (-1.6186, -3.2139, -0.5641)
H (-1.0895, -3.2303, 0.9644)
H (-3.0784, -2.2709, 1.8078)
H (-3.4708, -3.7330, 0.9016)
H (-5.0196, -2.2130, -0.0022)
H (-3.6957, -2.0839, -1.1531)
C (-2.5213, 2.2953, 2.1452)
C (-1.3102, 2.6704, 1.3658)
N (-0.4490, 1.8584, 0.7932)
C (0.5149, 2.6500, 0.2063)
C (0.2316, 3.9582, 0.4233)
N (-0.9306, 3.9589, 1.1681)
H (-2.3314, 1.3627, 2.6725)
H (-3.3703, 2.1147, 1.4852)
H (-2.7661, 3.0799, 2.8647)
H (1.3463, 2.2119, -0.3207)
H (0.7328, 4.8633, 0.1310)
H (-1.4278, 4.7621, 1.5064)

E_HOMO (spin up / spin down)	-3.8144 / -4.8247	eV
multiplicity	6
Kohn-Sham gap (spin up / spin down)	6.375 / 5.984	eV
net charge	-1
energy above the lowest of the compared OMol25 structures with the same formula, charge and spin	0.0	kJ/mol